Computed, not measured: a molecular structure, C26H69FeO9 at a distorted geometry, with ωB97M-V with the def2-TZVPD basis set.

Calculated values
Spin multiplicity = 6
Charge = +2
Orbital gap (spin up / spin down) = 6.096 / 3.579 eV
Relative energy (zero: lowest compared OMol25 entry of this formula, charge and spin) = 1.021 eV

Last column: Mulliken spin population.
Positions of all 105 atoms, in Å:
1 Fe -11.6032 22.4237 9.4152  3.8693
2 C -8.7285 20.6070 11.8262  0.1024
3 C -9.0487 22.1026 11.6094  0.0306
4 O -10.2578 22.3707 10.9711  0.8576
5 H -7.8591 20.4186 12.4561  0.0098
6 H -8.4616 20.1373 10.8795  -0.0095
7 H -9.5051 19.9992 12.2905  -0.0053
8 H -8.1812 22.6668 11.2670  0.0171
9 H -9.1047 22.4842 12.6288  0.0151
10 C -14.9625 24.6750 10.1709  -0.0009
11 C -13.4727 24.9395 9.8706  -0.0064
12 C -12.9153 26.2794 10.4998  0.0010
13 O -12.7036 23.8996 10.4537  0.0142
14 H -15.5758 25.4261 9.6730  0.0009
15 H -15.1948 24.7992 11.2286  0.0007
16 H -15.3245 23.7194 9.7915  -0.0005
17 H -13.2067 24.9178 8.8138  0.0069
18 H -11.8415 26.2675 10.3130  -0.0007
19 H -13.1591 26.4490 11.5485  0.0001
20 H -13.3642 27.1655 10.0511  0.0013
21 H -12.9138 23.9742 11.3874  -0.0026
22 C -12.3035 25.7272 14.6133  0.0002
23 C -11.8166 24.5858 13.7402  -0.0013
24 C -11.0976 23.4673 14.5526  0.0021
25 O -12.9861 24.0476 13.1864  0.0007
26 H -12.8444 25.3503 15.4813  0.0000
27 H -12.9267 26.4269 14.0565  0.0001
28 H -11.4225 26.2684 14.9583  0.0000
29 H -11.1461 24.9189 12.9480  0.0020
30 H -10.9633 22.5954 13.9124  -0.0078
31 H -11.6545 23.1045 15.4165  -0.0002
32 H -10.1197 23.7723 14.9252  0.0000
33 H -13.6501 23.9471 13.8724  0.0001
34 C -10.3515 19.1813 6.7314  0.0010
35 C -11.1739 19.4432 8.0166  0.0078
36 C -10.7977 18.4978 9.1703  -0.0023
37 O -10.7540 20.7162 8.5005  0.0302
38 H -10.6118 18.2228 6.2824  0.0007
39 H -9.2868 19.0407 6.9181  0.0001
40 H -10.4034 19.9751 5.9862  0.0003
41 H -12.2554 19.4737 7.8836  0.0005
42 H -11.2226 18.7694 10.1366  0.0028
43 H -9.7198 18.4850 9.3318  -0.0009
44 H -11.1680 17.5070 8.9068  0.0009
45 H -9.8600 20.6985 8.1510  0.0024
46 C -10.2047 20.5302 18.3925  0.0000
47 C -10.9987 20.5831 17.0875  -0.0001
48 C -10.1008 20.6245 15.8111  -0.0005
49 O -11.9608 19.5326 16.9696  0.0000
50 H -9.6137 21.4456 18.4216  0.0000
51 H -9.5258 19.6777 18.4181  0.0000
52 H -10.8374 20.6185 19.2757  0.0000
53 H -11.4803 21.5605 17.1168  -0.0001
54 H -10.6960 20.7570 14.9077  0.0005
55 H -9.7075 19.6157 15.6852  0.0001
56 H -9.2605 21.3104 15.9187  -0.0002
57 H -12.4401 19.5768 17.8002  0.0000
58 C -14.5365 21.1377 12.1448  0.0012
59 C -13.0549 20.8724 11.9146  -0.0071
60 C -12.6208 19.4826 12.5359  0.0068
61 O -12.7639 20.9465 10.5174  0.0539
62 H -14.7782 21.4166 13.1704  0.0005
63 H -15.1314 20.2458 11.9480  0.0002
64 H -14.8930 21.9061 11.4587  -0.0018
65 H -12.4520 21.6227 12.4262  0.0044
66 H -13.2076 18.6136 12.2382  0.0009
67 H -12.7852 19.7307 13.5845  -0.0012
68 H -11.5666 19.2187 12.4508  -0.0030
69 H -13.4270 20.3615 10.1436  -0.0011
70 C -7.1832 17.4808 12.9099  0.0016
71 C -8.4986 17.5744 13.7262  0.0019
72 C -9.7114 16.7649 13.1396  0.0001
73 O -8.3000 16.9995 14.9685  0.0004
74 H -6.8143 16.4602 13.0121  0.0000
75 H -6.4329 18.1018 13.3992  0.0000
76 H -7.3460 17.7846 11.8758  -0.0010
77 H -8.7771 18.6179 13.8735  0.0021
78 H -10.5682 17.0973 13.7256  0.0001
79 H -9.6320 15.6817 13.2320  0.0000
80 H -9.9335 17.0475 12.1106  0.0003
81 H -9.0667 17.0244 15.5457  0.0000
82 C -4.7831 21.6283 11.2896  0.0014
83 C -4.0249 21.3497 12.5850  -0.0002
84 C -3.6887 19.9234 12.8804  0.0002
85 O -2.8437 22.1569 12.5576  0.0000
86 H -5.0144 22.6726 11.0798  0.0000
87 H -5.7605 21.1511 11.2178  0.0002
88 H -4.2323 21.2372 10.4342  0.0001
89 H -4.6235 21.7724 13.3920  0.0000
90 H -2.9698 19.5778 12.1375  0.0000
91 H -4.6143 19.3503 12.8245  -0.0001
92 H -3.3189 19.7391 13.8890  0.0000
93 H -2.5833 22.3897 11.6635  0.0000
94 C -6.3518 19.7828 18.1456  0.0000
95 C -6.8846 19.2495 16.8081  0.0000
96 C -6.6555 20.3415 15.7302  0.0005
97 O -6.2007 18.0908 16.4829  0.0000
98 H -6.9929 20.6419 18.3434  0.0000
99 H -5.3241 20.1224 18.0166  0.0000
100 H -6.4352 19.0059 18.9055  0.0000
101 H -7.9117 18.9279 16.9805  0.0000
102 H -7.1830 20.1349 14.7990  -0.0018
103 H -5.5855 20.3464 15.5223  0.0001
104 H -6.9157 21.3483 16.0571  0.0000
105 H -6.7797 17.6142 15.8835  0.0000


Computed, not measured: 11 unconnected molecules or ions with the total composition C26H70N4O11S7 at a distorted geometry, with ωB97M-V with the def2-TZVPD basis set.

Calculated values
Orbital gap = 7.544 eV
Relative energy (zero: lowest compared OMol25 entry of this formula, charge and spin) = 2.033 eV

Last column: Mulliken charge in e.
Positions of all 118 atoms, in Å:
1 C 1.7522 -4.3270 -0.6714  -0.7552
2 C 1.6034 -5.6560 -1.3113  0.5097
3 O 0.6562 -6.4139 -0.9915  -0.6639
4 N 2.4333 -5.9418 -2.3340  -0.1797
5 C 2.5488 -7.1956 -3.0286  -0.9553
6 H 1.4629 -4.4266 0.3748  0.0807
7 H 1.3842 -3.4294 -1.1684  0.2653
8 H 2.8216 -4.1230 -0.6180  0.4750
9 H 3.2227 -5.3224 -2.4490  0.2640
10 H 2.9870 -7.9822 -2.4143  0.3107
11 H 3.3011 -7.0686 -3.8071  0.3809
12 H 1.6561 -7.4584 -3.5961  0.2742
13 C -1.1264 -2.7366 3.8963  -0.9969
14 C -0.8614 -1.2522 4.1311  0.5141
15 O -1.3950 -0.3922 3.4549  -0.4255
16 N 0.1421 -0.9616 4.9312  -0.0962
17 C 0.6269 0.4734 5.0647  -0.7361
18 H -2.1732 -3.0401 3.9026  0.4267
19 H -0.5180 -3.4069 4.5035  0.3572
20 H -0.7957 -2.9742 2.8853  0.0988
21 H 0.5215 -1.6896 5.5195  0.2432
22 H -0.1134 1.2055 4.7422  0.1045
23 H 1.4010 0.6586 4.3201  0.1870
24 H 0.9466 0.6867 6.0847  0.4893
25 C -2.0423 -4.4794 -0.5996  -1.0157
26 C -2.9679 -3.7537 0.2942  0.8508
27 O -4.0547 -4.2226 0.5728  -0.7592
28 N -2.6388 -2.5143 0.6128  1.3154
29 C -3.5208 -1.6780 1.4210  -0.7671
30 H -1.5712 -3.9308 -1.4152  0.1213
31 H -2.5580 -5.3624 -0.9771  0.4016
32 H -1.2803 -4.8226 0.1003  0.2896
33 H -1.7334 -2.1696 0.3274  -0.8566
34 H -3.2611 -1.7993 2.4727  0.0377
35 H -4.5626 -1.9986 1.4128  0.3540
36 H -3.6170 -0.6427 1.0940  0.1374
37 C 3.3882 4.8085 -1.8181  -1.0113
38 C 2.1174 4.5990 -2.6223  0.8859
39 O 1.2926 5.4915 -2.6562  -0.6268
40 N 1.9180 3.4864 -3.2798  0.1720
41 C 2.8085 2.3692 -3.2974  -0.9744
42 H 4.2501 4.8432 -2.4845  0.3569
43 H 3.6077 3.9584 -1.1720  -0.0093
44 H 3.3363 5.6572 -1.1361  0.3266
45 H 1.0344 3.4943 -3.7690  0.0282
46 H 2.5177 1.6460 -4.0593  0.1974
47 H 2.9544 1.8793 -2.3347  0.2280
48 H 3.8349 2.6700 -3.5073  0.4197
49 C -1.6989 5.4284 -3.8189  -0.4043
50 S -2.5386 5.3607 -2.1422  0.5797
51 O -3.8435 6.0542 -2.3525  -0.7169
52 C -2.9191 3.5916 -2.1688  -0.0569
53 H -0.9219 4.6686 -3.7353  -0.1940
54 H -1.1068 6.3355 -3.9399  0.3833
55 H -2.3747 5.3021 -4.6648  0.3242
56 H -3.3765 3.3995 -1.1982  0.1818
57 H -2.0102 3.0043 -2.2990  -0.3510
58 H -3.5002 3.2705 -3.0333  0.2639
59 C -0.5351 2.7892 2.6914  -0.1155
60 S -1.9273 3.5826 1.7161  0.5091
61 O -2.4789 2.4472 0.8601  -0.4517
62 C -2.9736 3.8899 3.1561  -1.0505
63 H -0.9015 1.8002 2.9668  -0.2599
64 H -0.0693 3.2745 3.5491  0.7360
65 H 0.2692 2.6029 1.9798  -0.2667
66 H -2.7050 4.6718 3.8664  0.3805
67 H -2.9792 3.0073 3.7956  0.2495
68 H -3.9755 4.0335 2.7517  0.3669
69 C -0.3462 -0.3449 -4.8544  -1.1748
70 S -1.0704 1.1625 -4.1411  1.1162
71 O -0.2067 2.2895 -4.7206  -0.9706
72 C -2.5871 1.1363 -5.2331  -1.0939
73 H -0.8782 -1.1744 -4.3886  0.3486
74 H 0.7238 -0.3575 -4.6470  0.2924
75 H -0.3232 -0.3547 -5.9441  0.3888
76 H -3.0376 0.1451 -5.1820  0.4454
77 H -2.3146 1.4855 -6.2290  0.4326
78 H -3.3174 1.8145 -4.7918  0.2662
79 C 4.4177 -1.9381 3.5058  -1.1682
80 S 2.9038 -3.0622 3.6864  0.7512
81 O 2.8728 -3.6173 2.2865  -0.6545
82 C 3.7106 -4.3967 4.7110  -1.1195
83 H 4.3085 -1.3450 2.5979  0.2231
84 H 5.3193 -2.5032 3.2693  0.4674
85 H 4.5713 -1.2279 4.3183  0.4331
86 H 4.4034 -5.0144 4.1395  0.3266
87 H 2.9248 -5.0802 5.0326  0.3647
88 H 4.1560 -3.9741 5.6116  0.3674
89 C 4.3432 2.0415 3.3011  -0.5892
90 S 4.2103 2.8501 1.6363  0.3603
91 O 3.4976 1.8390 0.7842  -0.4961
92 C 3.1922 4.3561 2.0399  -0.4002
93 H 3.3576 1.9811 3.7627  0.0189
94 H 4.8709 2.6607 4.0264  0.4813
95 H 4.8079 1.0601 3.2062  0.1717
96 H 3.0033 4.9588 1.1516  0.1297
97 H 3.7027 5.0491 2.7087  0.4277
98 H 2.2934 4.0620 2.5820  -0.0659
99 C -3.5929 -1.2863 -2.5076  0.1409
100 S -4.5342 0.0329 -1.5671  0.7618
101 O -4.9900 1.0935 -2.5597  -0.6597
102 C -6.0486 -0.9355 -1.1458  -1.1466
103 H -4.3040 -1.7576 -3.1861  0.5472
104 H -3.0843 -1.9964 -1.8555  -0.0928
105 H -2.8445 -0.7367 -3.0785  -0.7613
106 H -6.8509 -0.4189 -0.6188  0.3537
107 H -5.8138 -1.8070 -0.5347  0.2988
108 H -6.4828 -1.2493 -2.0950  0.3752
109 C 1.1840 -0.5875 1.4395  -0.1430
110 S -0.2401 -0.3307 0.1992  0.5830
111 O -0.4114 -1.5878 -0.6786  -0.7102
112 C 0.2259 1.1949 -0.7695  0.8718
113 H 2.0741 -0.9449 0.9217  0.6702
114 H 0.7786 -1.3436 2.1119  -0.6479
115 H 1.3503 0.3681 1.9368  0.0632
116 H 1.3082 1.3137 -0.8208  0.0689
117 H -0.2245 2.0192 -0.2166  -0.1353
118 H -0.1788 1.1895 -1.7816  -0.9004